Below is a cluster of 2 separate species, C3H13N2O in total in a non-equilibrium geometry, with properties calculated with the ωB97M-V functional and the def2-TZVPD basis.

Structure (XYZ):
```
19
Properties=species:S:1:pos:R:3:mulliken_spin:R:1
N -1.00143 -1.13425 -1.02982 0.00
C 0.25509 -1.79461 -0.45807 0.09
C 1.40329 -0.74953 0.01563 0.01
N 0.83218 0.53032 0.18414 0.76
C 0.79457 1.27761 1.42015 0.03
H -1.29541 -0.31503 -0.48725 0.00
H -0.75056 -0.72952 -1.93639 0.00
H -1.78467 -1.79459 -1.02084 0.00
H -0.03749 -2.34218 0.42700 0.00
H 0.66057 -2.43208 -1.24012 0.00
H 1.71015 -1.17363 0.96523 0.01
H 2.23664 -0.83896 -0.68703 0.02
H 1.17246 1.19497 -0.52266 -0.03
H 0.36164 0.63268 2.19494 0.01
H 0.06039 2.08142 1.30343 0.02
H 1.76945 1.67013 1.73846 0.07
H -2.50969 1.97472 0.41120 0.00
H -2.09728 2.12687 -1.06774 0.00
O -1.77991 1.81567 -0.21026 0.01
```

Calculated values
total charge	+2
gap between HOMO and LUMO (alpha / beta)	12.61 / 7.68	eV
<S²>	0.7543
spin multiplicity	2
HOMO (alpha / beta)	-0.739 / -0.739	Ha

---

Below is a cluster of 3 separate species, C3H13N2O2S in total in a non-equilibrium geometry, with properties calculated with the ωB97M-V functional and the def2-TZVPD basis.

Structure (XYZ):
```
21
Properties=species:S:1:pos:R:3:nbo_charge:R:1
N -1.11955 1.03454 -1.02331 -0.89
C -0.82857 -0.30460 -0.45523 -0.09
C 0.62158 -0.57678 -0.10290 -0.56
S 1.91325 -0.18981 -1.26719 -0.63
C -1.76856 -0.59749 0.71381 -0.22
N -3.19728 -0.42281 0.44870 -0.84
H -0.68819 1.05839 -1.94894 0.37
H -0.63767 1.85723 -0.56428 0.37
H -1.04267 -0.98955 -1.30738 0.17
H 0.56266 -1.63683 0.34023 0.18
H 0.76743 0.04200 0.82468 0.17
H -1.54444 0.16931 1.51404 0.18
H -1.62558 -1.61698 1.14833 0.18
H -3.19866 0.47016 -0.05036 0.37
H -3.49584 -1.07027 -0.22376 0.33
H 2.13207 3.23140 -0.79214 0.45
H 1.82863 1.88079 -0.32061 0.49
O 1.89257 2.83773 0.06117 -1.00
H 2.77912 -1.71018 1.68231 0.45
H 3.17049 -1.51774 0.24037 0.50
O 3.47922 -1.94851 1.08247 -0.99
```

Calculated values
total charge	-1
gap between HOMO and LUMO	7.37	eV
spin multiplicity	1
HOMO	-0.133	Ha

---

Below is a cluster of 3 separate species, C3H13N2O3Si in total in a non-equilibrium geometry, with properties calculated with the ωB97M-V functional and the def2-TZVPD basis.

Structure (XYZ):
```
22
Properties=species:S:1:pos:R:3:nbo_charge:R:1
C 1.53781 -2.29170 -1.06882 -0.25
C 0.83017 1.76461 -1.12803 -0.25
C -2.32525 -0.65125 -0.04410 0.28
N 2.60070 -0.02758 2.07234 -1.33
N -3.29320 1.17442 0.77732 -1.02
O 2.00930 -1.37261 -0.12524 -0.91
O 1.21450 1.31517 0.18377 -0.88
O -1.10812 -0.46505 0.03892 -0.71
Si 1.93968 -0.01220 0.57611 2.47
H 0.47521 -2.24143 -1.10197 0.21
H 1.65967 -3.37758 -0.72928 0.22
H 1.97139 -2.04463 -2.08738 0.21
H -0.27684 1.67133 -1.24668 0.21
H 1.27356 1.45313 -1.96224 0.19
H 0.94043 2.88766 -1.13702 0.21
H -2.89249 -0.46071 -1.09231 0.13
H -2.80223 -1.34891 0.67513 0.14
H 2.92140 0.76814 2.73177 0.46
H 3.20705 -0.77362 2.31953 0.43
H -2.52424 1.64136 0.29652 0.38
H -3.15592 1.04491 1.74152 0.40
H -4.20258 1.34655 0.31013 0.41
```

Calculated values
total charge	+1
gap between HOMO and LUMO	9.15	eV
spin multiplicity	1
HOMO	-0.468	Ha

---

| no. | energy (eV) |
| --- | --- |
| 1 | -8330.107 |
| 2 | -21233.866 |
| 3 | -20315.926 |